Record 1
The following is a DFT calculation (wB97M-V/def2-TZVPD) of a cluster of 3 separate species, C9H26N2O10PS2 in total.

Results
LUMO level	2.370	eV
charge	-1
calculated total energy	-64169.16716	eV
orbital gap	7.989	eV

Positions of all 50 atoms, in Å:
N  4.58485  -2.20899  -5.07278
C  5.45497  -1.19163  -4.50874
S  4.61997  0.04943  -3.48029
O  5.41841  1.24792  -3.63185
O  4.52245  -0.55024  -2.16309
N  3.18655  0.16066  -4.13546
S  2.57432  1.38558  -4.94946
O  3.27630  1.64671  -6.20099
O  2.19163  2.53926  -4.14906
P  0.76053  0.30343  -5.41737
O  1.47002  -0.95008  -6.18303
O  0.55328  -0.24420  -3.90363
H  4.65162  -3.07974  -4.56576
H  4.83447  -2.39986  -6.03253
H  6.20238  -1.60464  -3.82565
H  5.94494  -0.61335  -5.29085
H  2.27286  -1.26044  -5.72876
H  1.39359  -0.47886  -3.46538
C  -0.70157  1.06200  -0.76008
O  -0.22963  -0.24102  -0.45983
C  -0.40135  -0.62840  0.88216
C  -1.61134  -1.52252  1.06478
O  -2.82607  -0.86036  0.75422
C  -3.30601  -1.12607  -0.55123
H  -0.78317  1.13079  -1.84285
H  -1.67772  1.24246  -0.30006
H  0.00987  1.81858  -0.41372
H  -0.48538  0.25042  1.53391
H  0.48916  -1.18731  1.18821
H  -1.66598  -1.83900  2.11176
H  -1.49874  -2.41877  0.44465
H  -3.77672  -2.11496  -0.60040
H  -2.50616  -1.07357  -1.29261
H  -4.05396  -0.36826  -0.78093
C  -3.14342  1.19622  3.31782
O  -3.65089  1.61069  4.57807
C  -3.75561  0.56288  5.51958
C  -2.57495  0.51158  6.46927
O  -1.36025  0.20474  5.81232
C  -0.56768  1.33689  5.50508
H  -2.84666  2.09416  2.77824
H  -2.27478  0.54382  3.42872
H  -3.90212  0.66793  2.73469
H  -3.85935  -0.40277  5.01145
H  -4.66421  0.73523  6.10561
H  -2.75431  -0.27595  7.20792
H  -2.49237  1.46500  7.00410
H  -0.06358  1.71622  6.40112
H  -1.16399  2.13973  5.06611
H  0.18578  1.01864  4.78662



Record 2
The following is a DFT calculation (wB97M-V/def2-TZVPD) of a cluster of 2 separate species, C3H10N5 in total.

Results
energy relative to the best compared isomer or geometry (same formula, charge and spin)	432.79	kJ/mol
LUMO level (spin up / spin down)	-4.297 / -4.298	eV
charge	+1
calculated total energy	-10712.93662	eV
orbital gap (spin up / spin down)	8.581 / 8.581	eV

Positions of all 18 atoms, in Å:
C  -1.08200  0.59535  0.33634
C  -0.01315  1.68651  0.24121
C  1.35188  1.14581  0.24057
N  -0.74088  -0.55074  -0.15918
N  1.45048  -0.00192  -0.40687
N  -2.32234  0.87534  0.83724
N  0.81079  -1.84103  -1.51975
N  0.42138  -0.62880  -0.90398
H  -0.12085  2.36743  -0.68884
H  -0.15336  2.49145  1.02559
H  0.67747  -2.61279  1.34954
H  2.20134  1.57812  0.50769
H  2.33708  -0.44836  -0.59045
H  -2.48186  1.85058  0.78237
H  -2.96888  0.23164  1.04145
H  0.37105  -1.78476  -2.46038
H  0.23362  -2.59676  -1.01789
H  0.02824  -2.35706  1.38534



Record 3
The following is a DFT calculation (wB97M-V/def2-TZVPD) of a structure of composition C27H48AlBBr2F4N4O2S.

Results
LUMO level	-1.652	eV
calculated total energy	-207901.30272	eV
orbital gap	6.752	eV

Positions of all 90 atoms, in Å:
C  5.41047  -5.32336  -0.27001
C  5.46418  -4.26279  -0.84492
C  5.76001  -2.80685  -1.10635
C  5.36125  -1.89496  0.11033
C  4.82728  -0.48805  -0.26873
C  3.24480  -0.25417  -0.28655
C  2.58342  -1.46661  -0.94115
Br  2.18278  -3.04515  0.14895
C  1.27200  -1.19385  -1.85608
C  1.59271  -1.34616  -3.38718
Br  -0.14223  -2.54251  -1.49974
C  3.17291  0.94849  -1.33669
C  2.03023  2.00729  -1.11889
C  1.63315  2.35840  0.35520
C  0.39930  3.30136  0.52017
C  -0.67062  3.25761  -0.59211
C  -1.81413  4.28976  -0.29352
C  -1.36417  5.77915  -0.41436
C  -2.50966  4.09191  1.09785
C  1.53971  1.01652  1.16238
C  0.26562  0.17373  0.95140
C  -0.76290  0.43761  2.12677
C  -2.25390  0.35763  1.69881
C  -2.61754  -0.76344  0.68898
C  -2.82348  -2.15417  1.35364
C  -3.27384  -3.27457  0.37334
C  -4.37033  -2.84308  -0.65108
S  -3.64884  -2.74975  -2.34797
C  -3.80606  -1.08736  -2.93170
N  -3.71856  -0.76193  -4.17448
N  -3.84282  0.60740  -4.26572
C  -4.01402  1.01353  -3.05927
O  -4.00379  0.00875  -2.14183
N  2.88138  0.35313  1.01004
B  3.13237  -0.43866  2.32129
N  4.38265  -0.21448  3.06004
O  2.22336  -1.30652  2.86942
H  5.39256  -6.22859  0.31929
H  5.27998  -2.50883  -2.05634
H  6.85045  -2.71314  -1.27481
H  6.33220  -1.72050  0.62650
H  4.77906  -2.44384  0.87324
H  5.32612  0.25160  0.39832
H  5.23382  -0.25616  -1.27417
H  3.29605  -1.85646  -1.68976
H  0.78579  -0.23406  -1.66402
H  2.67155  -1.41465  -3.61085
H  1.01729  -2.17392  -3.83420
H  1.20258  -0.43403  -3.88742
H  4.12124  1.52863  -1.29125
H  3.16248  0.56003  -2.37380
H  2.42683  2.95562  -1.54801
H  1.16454  1.77957  -1.77286
H  2.49994  2.91966  0.78580
H  -0.00595  3.12723  1.53591
H  0.80019  4.33525  0.55601
H  -1.13361  2.26433  -0.74708
H  -0.25112  3.55812  -1.57598
H  -2.58505  4.13704  -1.07616
H  -0.37820  5.99618  0.03551
H  -1.41300  6.17057  -1.45042
H  -2.10206  6.38671  0.14830
H  -2.08780  3.28224  1.71552
H  -3.57813  3.87187  0.91793
H  -2.49023  5.00784  1.72086
H  1.51212  1.34376  2.23193
H  -0.26060  0.51708  0.03848
H  0.38679  -0.91968  0.90625
H  -0.58200  1.42098  2.60283
H  -0.54012  -0.32542  2.90364
H  -2.82957  0.13179  2.62308
H  -2.66368  1.30981  1.31973
H  -1.95462  -0.81481  -0.19913
H  -3.60976  -0.48945  0.27607
H  -1.89007  -2.48719  1.86601
H  -3.59883  -2.09408  2.14429
H  -3.72877  -4.07188  0.99778
H  -2.45657  -3.76242  -0.18912
H  -5.09784  -3.67676  -0.69591
H  -4.93298  -1.94209  -0.36292
H  -4.13543  2.05381  -2.74992
H  3.54279  1.13285  1.12282
H  4.98936  0.45525  2.58591
H  4.10106  0.27726  3.91608
H  2.08934  -1.03336  3.79228
F  -6.22304  -1.73313  2.44463
Al  -7.68495  -2.59221  2.06463
F  -8.35345  -3.26158  3.50172
F  -7.30683  -3.86053  0.95026
F  -8.81260  -1.51020  1.34225



Record 4
The following is a DFT calculation (wB97M-V/def2-TZVPD) of the molecule C3H6N2O2.

Results
energy relative to the best compared isomer or geometry (same formula, charge and spin)	218.36	kJ/mol
LUMO level	0.400	eV
SMILES	[H]/N=C(\N)CC(=O)O
calculated total energy	-10282.53427	eV
orbital gap	10.793	eV

Positions of all 13 atoms, in Å:
C  0.72917  0.03794  0.02973
C  -0.52393  -0.69799  0.32873
C  -1.92506  -0.07600  -0.17140
H  1.86991  -1.45604  -0.10861
H  2.79041  -0.14695  -0.23263
H  1.71408  1.71915  -0.04344
H  -0.66871  -0.77968  1.47720
H  -0.80732  -1.73615  -0.15767
H  -0.96007  1.64138  -0.22860
N  1.86423  -0.57462  -0.54706
N  0.83544  1.32742  0.12965
O  -1.96793  1.37993  -0.24496
O  -2.95020  -0.63839  -0.23092



Record 5
The following is a DFT calculation (wB97M-V/def2-TZVPD) of the molecule C4H4BrN.

Results
energy relative to the best compared isomer or geometry (same formula, charge and spin)	225.24	kJ/mol
LUMO level	-0.308	eV
SMILES	C/C(C#N)=C\Br
calculated total energy	-75742.02518	eV
orbital gap	10.151	eV

Positions of all 10 atoms, in Å:
C  1.42971  0.26757  -1.34710
C  -1.17167  0.39172  -0.66084
C  -0.00931  0.17029  -0.13016
C  0.39490  -0.41873  1.16304
N  2.20993  0.11460  -2.16522
Br  -2.74776  0.37135  0.60700
H  -1.48035  0.83019  -1.64230
H  1.46352  -0.02517  1.48985
H  0.52470  -1.54261  0.99041
H  -0.61367  -0.15920  1.69531



Record 6
The following is a DFT calculation (wB97M-V/def2-TZVPD) of a structure of composition C2H2EuO4.

Results
energy relative to the best compared isomer or geometry (same formula, charge and spin)	267.41	kJ/mol
LUMO level (spin up / spin down)	-2.687 / -0.898	eV
calculated total energy	-29621.89558	eV
spin multiplicity	8
orbital gap (spin up / spin down)	3.844 / 8.134	eV

Positions of all 9 atoms, in Å:
O  1.24064  -1.90335  2.33245
C  0.14562  -1.61878  2.02332
O  -1.02023  -1.65963  2.14298
O  0.65837  0.22773  -0.37647
C  -0.52567  0.77325  -0.90245
O  -0.22834  1.58345  -1.99181
Eu  1.99838  1.29013  -1.91415
H  -1.05329  1.35927  -0.11083
H  -1.21550  -0.05207  -1.20305



Number 1: molecular weight 417.419 g mol⁻¹. Number 2: molecular weight 116.148 g mol⁻¹. Number 3: molecular weight 766.368 g mol⁻¹. Number 4: molecular weight 102.093 g mol⁻¹. Number 5: molecular weight 145.987 g mol⁻¹. Number 6: molecular weight 241.998 g mol⁻¹.